Here is a 2-piece molecular cluster, H8INSi3 overall at a distorted geometry from OMol25. Energies are from ωB97M-V/def2-TZVPD.

Values from the calculation:
- SMILES: [SiH2]=N[SiH3].[SiH3]I
- Net charge: 0
- Energy above the lowest of the compared OMol25 structures with the same formula, charge and spin: 282.63 kJ/mol
- HOMO energy: -8.899 eV

```
13
H8INSi3 (ωB97M-V/def2-TZVPD)
Si 0.356 -2.172 -0.605
N -0.742 -1.269 0.241
Si -2.144 -0.469 0.928
H 0.854 -3.446 -0.406
H 1.120 -1.508 -1.885
H -2.997 -1.675 1.429
H -2.760 0.208 -0.319
H -2.168 0.614 2.066
Si 2.067 1.698 -0.346
I 3.499 -0.297 0.195
H 1.784 1.478 -1.854
H 2.873 2.754 0.240
H 0.809 1.660 0.288
```

Here is a 5-piece molecular cluster, H8IO4 overall at a distorted geometry from OMol25. Energies are from ωB97M-V/def2-TZVPD.

Values from the calculation:
- Net charge: -1
- Energy above the lowest of the compared OMol25 structures with the same formula, charge and spin: 111.64 kJ/mol
- HOMO energy: -4.378 eV

```
13
H8IO4 (ωB97M-V/def2-TZVPD)
I -0.656 0.721 -0.561
O -0.187 2.757 -3.670
H -0.383 2.232 -2.884
H -0.503 3.670 -3.527
O 0.922 0.114 2.519
H 0.604 0.244 1.694
H 1.831 -0.101 2.476
O 1.841 -1.451 -0.331
H 2.037 -2.051 0.501
H 0.965 -1.503 -0.584
O -1.901 -1.864 1.629
H -1.674 -1.187 0.959
H -2.892 -1.583 1.776
```

Here is a 5-piece molecular cluster, H8IO4 overall from OMol25. Energies are from ωB97M-V/def2-TZVPD.

Values from the calculation:
- Net charge: -1
- Energy above the lowest of the compared OMol25 structures with the same formula, charge and spin: 24.38 kJ/mol
- HOMO energy: -4.762 eV

```
13
H8IO4 (ωB97M-V/def2-TZVPD)
I -1.642 -14.425 -11.887
O -5.135 -13.636 -11.255
H -4.186 -13.713 -11.457
H -5.458 -14.534 -11.368
O -0.889 -14.182 -15.464
H -1.122 -13.924 -14.558
H 0.040 -14.417 -15.396
O 0.426 -17.296 -12.485
H -0.199 -16.595 -12.213
H 0.410 -17.920 -11.755
O -0.183 -11.244 -10.832
H -0.774 -11.954 -11.138
H -0.744 -10.694 -10.280
```

Here is H8LiO4 as an isolated structure at a distorted geometry from OMol25. Energies are from ωB97M-V/def2-TZVPD.

Values from the calculation:
- Net charge: +1
- Energy above the lowest of the compared OMol25 structures with the same formula, charge and spin: 144.03 kJ/mol
- HOMO energy: -16.176 eV

```
13
H8LiO4 (ωB97M-V/def2-TZVPD)
Li 4.069 11.408 43.153
O 5.564 10.849 44.570
H 6.103 10.245 44.825
H 5.909 11.650 45.012
O 5.175 13.070 42.510
H 5.484 13.670 43.353
H 6.123 13.089 42.088
O 2.586 11.973 44.455
H 2.533 12.846 44.608
H 1.660 11.797 44.150
O 3.416 10.298 41.634
H 3.754 10.046 40.767
H 2.407 10.091 41.566
```

Here is a 2-piece molecular cluster, H8N2Si2 overall at a distorted geometry from OMol25. Energies are from ωB97M-V/def2-TZVPD.

Values from the calculation:
- ⟨S²⟩: 2.006
- Net charge: 0
- Multiplicity: 3
- Energy above the lowest of the compared OMol25 structures with the same formula, charge and spin: 324.86 kJ/mol
- HOMO energy (spin up / spin down): -5.608 / -9.987 eV

```
12
H8N2Si2 (ωB97M-V/def2-TZVPD)
N 1.231 1.740 0.096
N 2.171 0.743 -0.048
Si -2.430 -0.501 -0.169
Si 2.029 -0.875 -0.035
H 1.684 2.656 -0.249
H 0.922 1.790 1.060
H -2.257 -0.551 1.236
H -3.566 0.606 -0.491
H -3.137 -1.721 -0.202
H 1.000 -2.118 -0.105
H 3.428 -1.187 -0.290
H -1.076 -0.581 -0.803
```

Here is a 2-piece molecular cluster, H8N4OSi overall at a distorted geometry from OMol25. Energies are from ωB97M-V/def2-TZVPD.

Values from the calculation:
- SMILES: [NH3+][SiH2][O-].[H]/N=N\N
- Net charge: 0
- Energy above the lowest of the compared OMol25 structures with the same formula, charge and spin: 157.36 kJ/mol
- HOMO energy: -8.220 eV

```
14
H8N4OSi (ωB97M-V/def2-TZVPD)
N -1.039 1.353 -0.034
Si -0.716 0.014 -1.457
O 0.734 -0.365 -1.229
H -0.386 1.063 0.633
H -0.770 2.203 -0.411
H -1.881 1.568 0.386
H -1.197 1.083 -2.319
H -1.932 -0.811 -1.363
H 0.526 -1.206 2.193
N 0.583 -0.380 1.593
N 1.550 -0.366 0.800
N 2.497 -1.214 0.555
H 2.246 -2.281 0.479
H 3.040 -0.947 -0.258
```